1.
C24H22BrIN3OTi as an isolated structure, computed with ωB97M-V/def2-TZVPD.

XYZ file:
```
53
Properties=species:S:1:pos:R:3:forces:R:3
Ti 0.082 0.032 0.834 0.1 0.3 -0.2
C 0.581 -2.285 3.197 0.1 -0.1 0.0
N 1.050 -1.408 2.132 0.3 0.2 0.0
C 2.337 -1.247 1.996 -0.3 -0.1 0.1
C 2.874 -0.458 0.954 0.3 0.1 -0.2
C 4.196 -0.056 0.738 -0.1 -0.1 -0.1
C 4.180 0.730 -0.415 -0.1 0.1 0.0
C 2.847 0.793 -0.831 0.1 -0.2 0.0
N 2.049 0.066 -0.027 -0.3 0.1 0.3
C 0.756 -3.763 2.900 0.0 0.1 -0.1
C 0.979 -4.229 1.609 0.0 0.0 0.0
C 1.087 -5.593 1.362 0.0 0.0 0.0
C 0.975 -6.502 2.402 0.0 0.0 0.0
C 0.761 -6.041 3.694 0.0 0.0 0.0
C 0.654 -4.681 3.940 0.0 0.0 0.0
H -0.482 -2.083 3.350 0.0 0.0 0.0
H 1.083 -2.047 4.141 0.0 0.0 0.0
H 3.033 -1.721 2.690 0.0 0.0 0.0
H 5.051 -0.322 1.340 0.0 0.0 0.0
H 5.022 1.198 -0.898 0.0 0.0 0.0
H 2.451 1.304 -1.698 0.0 0.0 0.0
H 1.098 -3.527 0.792 0.0 0.0 0.0
H 1.271 -5.942 0.353 0.0 0.0 0.0
H 1.065 -7.562 2.209 0.0 0.0 0.0
H 0.685 -6.743 4.515 0.0 0.0 0.0
H 0.494 -4.328 4.953 0.0 0.0 0.0
O -0.764 1.637 -0.557 0.0 -0.1 0.0
C -1.154 1.167 -1.850 -0.1 -0.1 -0.1
C -1.581 -0.273 -1.746 0.1 0.0 0.1
C -2.265 -0.875 -2.787 -0.1 0.0 0.0
C -2.580 -2.220 -2.694 0.0 0.0 0.0
C -2.205 -2.924 -1.560 0.0 0.0 0.0
C -1.532 -2.253 -0.562 0.0 0.1 0.0
N -1.220 -0.948 -0.646 0.0 -0.1 -0.1
H -0.412 2.529 -0.639 0.0 0.0 0.1
H -0.315 1.234 -2.549 0.0 0.0 0.0
H -1.978 1.766 -2.241 0.0 0.0 0.0
H -2.544 -0.297 -3.659 0.0 0.0 0.0
H -3.111 -2.712 -3.498 0.0 0.0 0.0
H -2.428 -3.975 -1.452 0.0 0.0 0.0
H -1.213 -2.761 0.340 0.0 0.0 0.0
Br 1.218 2.465 2.513 0.0 -0.3 0.1
C 0.844 1.603 4.172 0.0 0.1 -0.2
C 1.825 1.640 5.149 0.0 0.0 0.0
C 1.603 1.013 6.366 -0.1 0.0 0.0
C 0.407 0.350 6.604 0.1 0.0 0.0
C -0.573 0.310 5.624 0.0 0.0 0.1
C -0.348 0.936 4.410 -0.3 0.0 -0.3
I -1.876 0.829 2.962 0.1 0.0 0.1
H 2.753 2.159 4.953 0.0 0.0 0.0
H 2.369 1.048 7.129 0.0 0.0 0.0
H 0.231 -0.138 7.553 0.0 0.0 0.0
H -1.507 -0.205 5.803 0.0 0.0 0.0
```
Forces are in eV/Å.

Summary:
Kohn-Sham gap (alpha / beta) = 6.8888 / 7.5861 eV
Multiplicity = 3
Strongest force on any atom = 0.47 eV Å⁻¹
Molecular weight = 623.1 g/mol
Total charge = +1
Energy = -4888.2873 a.u.
HOMO (alpha / beta) = -9.6154 / -10.3721 eV



2.
One molecule with the formula C5H8, computed with ωB97M-V/def2-TZVPD.

XYZ file:
```
13
Properties=species:S:1:pos:R:3:forces:R:3
C 1.720 -0.627 0.136 0.1 -0.2 0.1
C 0.658 -1.337 -0.255 0.2 0.0 -0.1
C -0.770 -0.998 -0.187 0.0 0.2 -0.2
C -1.208 0.262 -0.234 -0.1 -0.2 0.1
C -0.544 1.490 0.293 -0.2 0.1 0.1
H 2.694 -0.817 -0.299 0.0 -0.3 0.3
H 1.678 0.166 0.871 0.0 -0.1 -0.3
H 0.840 -2.204 -0.888 0.1 0.1 0.0
H -1.487 -1.797 -0.368 0.2 0.1 -0.2
H -2.229 0.464 -0.550 -0.1 -0.3 0.2
H -0.531 2.347 -0.389 -0.2 -0.2 0.1
H 0.430 1.387 0.763 -0.2 -0.1 -0.3
H -1.249 1.664 1.108 0.1 0.8 0.2
```
Forces are in eV/Å.

Summary:
Kohn-Sham gap = 9.6228 eV
Strongest force on any atom = 0.88 eV Å⁻¹
Molecular weight = 68.1 g/mol
Total charge = 0
Energy = -195.2417 a.u.
HOMO = -8.5346 eV



3.
An isolated ion of composition C6H10N3O2 and charge +1 at a distorted geometry, computed with ωB97M-V/def2-TZVPD.

XYZ file:
```
21
Properties=species:S:1:pos:R:3:forces:R:3
N 2.096 -0.847 1.770 -2.4 0.1 -2.7
C 0.809 -0.255 1.411 -1.0 1.5 -1.0
N -0.206 -0.065 2.611 2.6 -1.2 0.0
O -1.346 0.051 2.374 -2.9 0.1 -1.2
O 0.302 0.063 3.679 1.0 0.0 1.5
C 0.925 1.268 1.118 0.1 -0.4 -0.3
C 0.256 1.872 0.131 1.2 -1.8 0.3
C -0.769 1.095 -0.658 0.6 -0.2 2.2
C -0.607 -0.372 -0.593 0.4 0.1 -1.1
N -1.251 -1.006 -1.800 3.2 -0.8 -1.6
C 0.089 -1.021 0.305 0.4 0.1 0.8
H 2.797 -0.241 1.378 0.5 0.1 0.4
H 2.022 -0.793 2.726 1.0 0.0 3.2
H 1.569 1.775 1.854 0.0 -0.1 -0.8
H 0.687 2.761 -0.279 -0.7 1.0 0.2
H -1.717 1.240 -0.206 -1.3 0.6 0.8
H -0.905 1.502 -1.589 0.1 0.7 -2.7
H -1.173 -2.047 -1.908 -0.8 0.8 0.9
H -0.634 -0.747 -2.650 -1.2 0.1 1.4
H -2.163 -0.614 -1.961 -0.8 -0.2 -0.1
H 0.216 -2.084 0.345 0.0 -0.4 -0.1
```
Forces are in eV/Å.

Summary:
Kohn-Sham gap = 9.5194 eV
Strongest force on any atom = 3.62 eV Å⁻¹
Molecular weight = 156.2 g/mol
Total charge = +1
Energy = -548.9546 a.u.
HOMO = -13.5462 eV



4.
A 3-piece molecular cluster, C19H45N3O6 overall at a distorted geometry, computed with ωB97M-V/def2-TZVPD.

XYZ file:
```
73
Properties=species:S:1:pos:R:3:forces:R:3
C -3.357 2.607 -0.628 -1.3 -0.6 -1.0
O -2.225 1.680 -0.795 -1.1 -0.3 1.7
C -2.248 0.607 0.240 -0.7 1.1 1.2
C -3.549 -0.373 0.171 -0.3 -0.6 0.8
C -3.565 -1.500 -0.997 -0.4 -0.2 -0.2
C -2.361 -1.460 -2.093 -0.3 -1.5 -0.7
C -1.219 -2.629 -1.743 0.5 0.9 -1.8
C 0.115 -2.040 -0.996 0.0 -1.3 -0.1
C 0.812 -0.748 -1.724 0.7 0.0 1.4
C 2.429 -0.746 -1.298 -0.1 0.9 -0.4
C 3.101 0.773 -1.479 1.1 -1.3 1.3
O 2.926 1.278 -2.850 1.5 4.2 0.2
C 3.488 2.639 -2.973 3.6 2.1 3.3
O 4.449 3.163 -2.197 -6.2 -3.8 -5.4
O 2.894 3.513 -4.028 3.4 -2.9 3.2
N 1.616 3.072 -4.124 -3.9 -0.6 -1.7
H -3.886 2.511 0.428 1.4 0.4 -2.0
H -3.052 3.702 -0.908 -0.3 -2.2 0.8
H -4.179 2.266 -1.425 1.5 0.9 1.7
H -1.206 0.077 0.243 -2.2 0.8 -0.4
H -2.317 1.190 1.280 0.2 -1.3 -2.0
H -4.584 0.213 0.109 2.5 -0.9 0.2
H -3.597 -0.951 1.215 0.2 1.3 -2.2
H -4.603 -1.403 -1.578 2.2 -0.3 1.3
H -3.521 -2.566 -0.471 -0.3 2.3 -1.2
H -2.837 -1.825 -3.126 1.0 0.9 2.2
H -1.896 -0.412 -2.318 -0.9 -1.9 0.8
H -1.720 -3.550 -1.223 1.0 1.9 -0.7
H -0.856 -3.018 -2.811 -0.7 0.7 2.3
H -0.163 -1.875 0.139 0.8 0.0 -2.2
H 0.925 -2.917 -1.021 -1.7 1.8 0.2
H 0.372 0.241 -1.255 0.7 -1.9 -1.3
H 0.695 -0.764 -2.896 0.2 0.0 2.5
H 3.020 -1.561 -1.911 -1.1 1.8 1.1
H 2.593 -1.015 -0.159 -0.6 0.6 -2.3
H 2.657 1.544 -0.717 0.7 -1.6 -1.5
H 4.261 0.670 -1.294 -2.3 0.3 -0.2
H 1.516 2.412 -4.943 0.1 1.3 1.0
H 0.995 3.907 -4.223 0.9 -1.0 -0.1
C 8.542 5.669 1.097 -0.1 0.2 -0.4
O 8.066 4.829 0.056 0.2 -0.5 0.4
C 7.763 3.493 0.467 -0.2 0.0 -0.3
C 6.390 3.331 1.159 0.0 0.6 0.0
C 6.365 3.839 2.598 -0.1 -0.1 0.3
N 5.322 3.998 0.398 0.4 -0.1 -0.2
H 9.157 5.124 1.819 -0.1 0.0 0.0
H 7.703 6.154 1.598 0.1 0.0 0.2
H 9.153 6.457 0.647 -0.1 -0.2 0.0
H 7.747 2.899 -0.455 0.0 0.2 0.0
H 8.574 3.083 1.081 0.0 0.1 0.2
H 6.166 2.259 1.194 0.1 0.0 -0.1
H 6.306 4.930 2.661 0.0 -0.1 -0.1
H 5.487 3.445 3.126 0.1 0.1 -0.2
H 7.255 3.512 3.146 -0.1 0.0 0.0
H 5.272 3.578 -0.530 -0.2 0.1 0.4
H 5.634 4.956 0.212 -0.1 -0.3 0.2
C -8.029 -4.142 2.341 -0.1 0.3 0.2
O -7.026 -4.226 3.343 0.2 -0.6 -0.2
C -6.069 -5.268 3.135 0.2 0.2 0.2
C -4.957 -4.922 2.119 -0.4 0.2 -0.1
C -5.417 -4.978 0.664 0.1 -0.1 -0.3
N -4.376 -3.597 2.386 -0.2 0.0 0.3
H -8.309 -5.126 1.954 0.1 0.0 0.0
H -7.695 -3.492 1.531 -0.1 -0.1 -0.2
H -8.917 -3.680 2.785 0.2 -0.1 0.0
H -5.594 -5.429 4.111 -0.1 0.1 -0.1
H -6.571 -6.209 2.879 -0.1 0.1 -0.2
H -4.165 -5.672 2.233 -0.1 0.1 0.1
H -6.003 -4.102 0.371 0.1 -0.1 0.1
H -4.550 -5.016 -0.008 -0.1 0.0 0.2
H -6.021 -5.872 0.477 0.0 0.1 0.0
H -3.973 -3.601 3.323 0.0 0.0 -0.2
H -5.154 -2.934 2.461 0.2 -0.2 -0.1
```
Forces are in eV/Å.

Summary:
Kohn-Sham gap = 9.3951 eV
Strongest force on any atom = 9.09 eV Å⁻¹
Molecular weight = 411.6 g/mol
Total charge = 0
Energy = -1366.2905 a.u.
HOMO = -8.6522 eV